(1)
ORCA calculation (ωB97M-V/def2-TZVPD) on the molecule C5H8N4O2.

Each line ends with the Mulliken charge.
Cartesian coordinates (Å):
C1 -3.75182 -0.02467 0.00451  -0.8374
C2 -1.44934 0.51378 0.01766  -0.0377
C3 -0.05559 0.06361 -0.10256  0.6904
C4 3.55026 0.26683 -0.04532  -0.7612
C5 1.21864 0.83906 -0.06579  0.4785
H1 -3.88082 0.60930 0.90971  0.2782
H2 -4.36670 -0.90813 0.05174  0.3669
H3 -4.06062 0.45683 -0.93119  0.2427
H4 -2.17213 -1.41937 0.28719  0.2982
H5 2.00262 -2.17207 0.19871  0.2686
H6 3.64045 1.22818 -0.62988  0.2934
H7 4.26606 -0.42041 -0.47551  0.3408
H8 3.88588 0.39369 0.97664  0.2989
N1 -2.37381 -0.50740 -0.06466  -0.2153
N2 0.22581 -1.22565 -0.02279  -0.4437
N3 1.50248 -1.31017 -0.07213  -0.2207
N4 2.14585 -0.10939 -0.01056  0.2313
O1 -1.73316 1.70214 -0.09761  -0.5971
O2 1.40593 2.02383 0.07184  -0.6750

Forces on atoms 1 to 6 (eV/Å):
C 0.0 -0.5 0.3
C 0.2 0.5 -2.0
C 0.6 -0.6 0.9
C 0.4 0.6 -0.2
C -3.1 1.1 0.9
H -0.2 -0.2 -0.9

Computed properties:
Energy relative to the best compared isomer or geometry (same formula, charge and spin) = 272.75 kJ/mol
SMILES = CNC(=O)c1n[nH]n(C)c1=O
E_LUMO = 0.0177 hartree


(2)
ORCA calculation (ωB97M-V/def2-TZVPD) on the ion C5H8N4O2P with charge -1.

Each line ends with the Mulliken charge.
Cartesian coordinates (Å):
C1 3.52986 -0.14096 0.25214  0.4314
C2 1.14397 0.60650 0.22306  0.1849
C3 -0.79305 -0.44132 0.04363  1.4994
C4 -1.59326 -1.32591 0.95705  -1.9518
C5 -0.90735 -1.02095 -1.48744  -1.4405
N1 4.43895 -0.83970 0.15404  -0.5289
N2 0.62590 -0.54653 0.29990  -0.6939
N3 0.45569 1.76816 0.11135  -0.2727
N4 2.62430 0.78881 0.33208  -0.1790
O1 -1.95099 1.92419 -1.13141  -0.7773
O2 -1.90870 1.75173 1.45512  -0.7856
P1 -1.28720 1.38052 0.11678  0.7276
H1 -1.57307 -0.97136 1.87183  0.5429
H2 -1.15786 -2.35667 0.93496  0.3787
H3 -2.55518 -1.30681 0.60609  0.4554
H4 -0.36000 -0.43383 -2.19320  0.3248
H5 -1.95897 -1.11204 -1.80476  0.3490
H6 -0.56239 -2.11538 -1.48167  0.3569
H7 0.84055 2.66844 0.14064  0.1436
H8 2.94879 1.72313 0.59979  0.2351

Forces on atoms 1 to 6 (eV/Å):
C 0.7 -0.6 -0.2
C 2.3 0.5 0.8
C -0.2 -0.7 -2.9
C 2.4 -2.1 -3.5
C -1.0 -1.5 2.0
N 0.4 -0.6 0.0

Computed properties:
Net charge = -1
SMILES = CC1(C)N=C(NC#N)N[P@]1(=O)[O-]
E_LUMO = 0.1181 hartree


(3)
ORCA calculation (ωB97M-V/def2-TZVPD) on the ion C5H8N5S with charge +1.

Each line ends with the Mulliken charge.
Cartesian coordinates (Å):
C1 0.52264 0.69147 2.65961  -0.8564
C2 1.30362 1.67024 2.15111  0.0430
C3 0.21374 0.19810 0.52225  0.4866
C4 -1.29138 -1.32618 -0.54786  0.1626
C5 0.10507 0.26138 -1.90360  0.3771
N1 -0.03997 -0.18283 1.73791  -0.4692
N2 -0.65304 0.78905 -2.77531  -0.6052
N3 1.45483 0.30684 -1.92266  -0.4236
N4 -0.30936 -0.48195 -0.60198  0.1300
N5 -1.61914 -2.07404 0.47021  -0.2681
S1 1.19680 1.70879 0.43972  -0.1034
H1 0.53135 0.34297 3.65596  0.4252
H2 1.96848 2.37297 2.61692  0.4234
H3 -1.75875 -1.60015 -1.58645  0.2774
H4 -1.64398 0.71505 -2.86564  0.2397
H5 1.83913 0.71906 -2.80764  0.2806
H6 1.90021 0.50992 -1.05518  0.2356
H7 -2.39668 -2.84696 0.38665  0.2904
H8 -1.32359 -1.77373 1.42601  0.3543

Forces on atoms 1 to 6 (eV/Å):
C 0.9 -0.9 -0.8
C -0.6 0.1 -0.5
C 0.4 0.6 1.4
C -1.2 -2.6 -2.8
C -2.1 0.3 -0.8
N 0.0 0.7 -0.6

Computed properties:
Net charge = +1
Energy relative to the best compared isomer or geometry (same formula, charge and spin) = 23.23 kJ/mol
SMILES = [H]/N=C(/N)N(C=[NH2+])c1nccs1
E_LUMO = -0.1485 hartree


(4)
ORCA calculation (ωB97M-V/def2-TZVPD) on the ion C5H8N7O2S with charge +1.

Each line ends with the Mulliken charge.
Cartesian coordinates (Å):
C1 0.62003 0.44255 1.86708  -0.1554
C2 -1.64676 -0.57511 -0.73627  0.2591
C3 -3.09364 -1.19657 -2.31184  0.4839
C4 1.94273 1.15917 2.13421  0.2203
C5 0.32939 -0.35993 0.63185  0.5479
N1 -1.04461 -0.52763 -1.87155  -0.1317
N2 0.91036 0.25956 -0.54843  -0.3219
N3 1.58585 -0.50171 -1.26983  -0.0407
N4 -2.89840 -1.05067 -0.93227  -0.1773
N5 -1.08977 -0.49310 0.49541  -0.1347
N6 1.92899 -0.06086 -2.43595  -0.3236
N7 2.17032 1.96854 3.11169  -0.1973
O1 -4.04586 -1.62169 -2.85109  -0.5200
O2 -1.96847 -0.86547 -2.87825  -0.2439
S1 -0.60888 0.65607 2.96900  -0.2416
H1 2.82303 0.74258 1.57076  0.3651
H2 0.82570 -1.35397 0.77400  0.2834
H3 -3.60293 -1.11707 -0.14000  0.2255
H4 -1.66630 -0.24629 1.24088  0.1435
H5 1.66346 0.80241 -2.70642  0.2141
H6 2.38481 -0.64792 -3.09641  0.2347
H7 3.00592 2.43261 3.12696  0.2871
H8 1.47505 2.15450 3.85646  0.2235

Forces on atoms 1 to 6 (eV/Å):
C -1.3 1.6 2.3
C -0.4 -1.6 -1.8
C -1.2 -0.7 1.5
C -0.1 -2.5 -0.3
C 1.5 -0.7 -0.5
N 1.6 1.0 -0.6

Computed properties:
Net charge = +1
Energy relative to the best compared isomer or geometry (same formula, charge and spin) = 0.00 kJ/mol
SMILES = N/N=N/[C@H](Nc1noc(=O)[nH]1)C(=S)C=[NH2+]
E_LUMO = -0.2584 hartree


(5)
ORCA calculation (ωB97M-V/def2-TZVPD) on a cluster of 2 separate species, C5H8NO in total.

Each line ends with the Mulliken charge.
Cartesian coordinates (Å):
C1 1.99174 1.73260 0.02284  -0.2025
C2 1.17412 0.84170 0.00989  -1.0109
C3 0.18694 -1.07391 -1.21079  -1.4386
C4 -0.28458 -0.73851 1.25962  -1.3020
C5 0.18232 -0.14207 -0.02412  1.1403
N1 -1.53544 0.98169 -0.49986  -0.2959
O1 -2.46375 0.55974 0.31710  -0.5723
H1 2.69003 2.51808 0.03659  0.4985
H2 0.37358 -0.52299 -2.13150  0.3642
H3 0.95563 -1.85403 -1.10980  0.3665
H4 -0.78768 -1.55293 -1.28616  0.3267
H5 -1.38382 -0.53722 1.31174  0.2778
H6 -0.13743 -1.82220 1.30006  0.3046
H7 0.18316 -0.27410 2.13187  0.3452
H8 -1.14482 1.88414 -0.12749  0.1984

Forces on atoms 1 to 6 (eV/Å):
C 0.1 0.1 0.0
C 0.0 0.0 0.1
C 0.1 0.2 0.2
C 0.0 0.1 0.0
C -1.2 0.2 -0.1
N 0.2 -0.6 0.6

Computed properties:
Net charge = -1
Energy relative to the best compared isomer or geometry (same formula, charge and spin) = 309.87 kJ/mol
E_LUMO (spin up / spin down) = 0.1540 / 0.1540 hartree


(6)
ORCA calculation (ωB97M-V/def2-TZVPD) on a cluster of 2 separate species, C5H8NO2 in total.

Each line ends with the Mulliken charge.
Cartesian coordinates (Å):
C1 0.98488 0.47879 -1.77494  0.1022
C2 0.56462 0.33797 -3.02175  -0.7496
C3 1.71323 -1.37320 -0.67472  -0.2755
N1 2.04268 -0.28902 -1.23492  -0.5209
H1 0.54420 1.18066 -1.07596  0.3198
H2 1.00440 -0.40690 -3.67595  0.2371
H3 -0.24558 0.93279 -3.41842  0.2833
H4 2.50317 -1.99656 -0.26227  0.2919
H5 0.67676 -1.67878 -0.55496  0.2852
O1 -0.58239 -0.88063 1.27801  -0.7045
C4 -1.01939 0.28085 1.45738  0.6138
O2 -0.98509 1.24862 0.66222  -0.7160
C5 -1.67333 0.52944 2.83320  -0.9292
H6 -1.97074 1.56698 2.96252  0.2784
H7 -2.56218 -0.10415 2.89296  0.2264
H8 -0.99525 0.17314 3.60757  0.2577

Forces on atoms 1 to 6 (eV/Å):
C 0.2 0.0 0.2
C -0.1 -0.1 -0.3
C 0.1 0.1 -0.1
N -0.1 0.0 -0.1
H -0.1 0.1 0.1
H 0.0 0.0 0.0

Computed properties:
Net charge = -1
Energy relative to the best compared isomer or geometry (same formula, charge and spin) = 116.02 kJ/mol
E_LUMO = 0.1533 hartree